1.
A single C20H21N3O4S molecule, computed with ωB97M-V/def2-TZVPD.

HOMO energy: -0.2883 Ha
DFT total energy: -1638.1390 Eh
SMILES: Cc1ccc(OCC(=O)N2CCN(C3=NS(=O)(=O)c4ccccc43)CC2)cc1
Largest force on an atom: 0.7 eV/A
Energy above the lowest of the compared OMol25 structures with the same formula, charge and spin: 2.6833 eV

Last columns: bonded neighbours and bond lengths (Å).
CARTESIAN COORDINATES (ANGSTROEM)
1 C -0.4542 5.4906 0.0207  C2 1.500, H29 1.088, H30 1.088, H31 1.091
2 C 0.4270 4.2873 -0.1412  C1 1.500, C3 1.391, C28 1.386
3 C 1.7886 4.4305 -0.3856  C2 1.391, C4 1.378, H32 1.081
4 C 2.5994 3.3288 -0.5532  C3 1.378, C5 1.395, H33 1.079
5 C 2.0687 2.0410 -0.4831  C4 1.395, O6 1.366, C27 1.388
6 O 2.9627 1.0274 -0.6811  C5 1.366, C7 1.404
7 C 2.5326 -0.3041 -0.5708  O6 1.404, C8 1.528, H34 1.094, H35 1.101
8 C 2.2111 -0.6646 0.8784  C7 1.528, O9 1.213, N10 1.365
9 O 2.1042 0.1776 1.7455  C8 1.213
10 N 2.0991 -1.9911 1.1789  C8 1.365, C11 1.448, C26 1.449
11 C 1.9242 -3.0803 0.2413  N10 1.448, C12 1.546, H36 1.087, H37 1.096
12 C 0.6000 -3.8012 0.5819  C11 1.546, N13 1.452, H38 1.091, H39 1.089
13 N -0.3319 -2.8342 1.1345  C12 1.452, C14 1.353, C25 1.454
14 C -0.8845 -1.9943 0.2297  N13 1.353, N15 1.291, C24 1.480
15 N -0.6115 -2.1394 -1.0240  C14 1.291, S16 1.658
16 S -1.3140 -0.9491 -1.9403  N15 1.658, O17 1.433, O18 1.431, C19 1.799
17 O -0.2553 -0.1674 -2.5072  S16 1.433
18 O -2.3018 -1.4812 -2.8277  S16 1.431
19 C -2.1308 -0.1562 -0.5476  S16 1.799, C20 1.372, C24 1.391
20 C -3.0045 0.9018 -0.5251  C19 1.372, C21 1.391, H40 1.078
21 C -3.6335 1.1978 0.6793  C20 1.391, C22 1.386, H41 1.079
22 C -3.4112 0.4069 1.7958  C21 1.386, C23 1.388, H42 1.080
23 C -2.5313 -0.6661 1.7581  C22 1.388, C24 1.390, H43 1.078
24 C -1.8535 -0.9306 0.5742  C14 1.480, C19 1.391, C23 1.390
25 C 0.0744 -2.3885 2.4578  N13 1.454, C26 1.546, H44 1.095, H45 1.088
26 C 1.6185 -2.3231 2.5045  N10 1.449, C25 1.546, H46 1.090, H47 1.092
27 C 0.7111 1.8882 -0.2404  C5 1.388, C28 1.384, H48 1.078
28 C -0.0907 3.0036 -0.0728  C2 1.386, C27 1.384, H49 1.082
29 H -1.3623 5.2364 0.5626  C1 1.088
30 H 0.0664 6.2810 0.5572  C1 1.088
31 H -0.7397 5.8812 -0.9568  C1 1.091
32 H 2.2181 5.4206 -0.4427  C3 1.081
33 H 3.6561 3.4382 -0.7398  C4 1.079
34 H 3.3760 -0.9027 -0.9267  C7 1.094
35 H 1.6580 -0.4902 -1.2137  C7 1.101
36 H 1.8700 -2.6967 -0.7748  C11 1.087
37 H 2.7665 -3.7773 0.3224  C11 1.096
38 H 0.7457 -4.5848 1.3275  C12 1.091
39 H 0.1632 -4.2263 -0.3200  C12 1.089
40 H -3.1920 1.4729 -1.4202  C20 1.078
41 H -4.3167 2.0312 0.7386  C21 1.079
42 H -3.9376 0.6221 2.7134  C22 1.080
43 H -2.4197 -1.2921 2.6292  C23 1.078
44 H -0.3078 -3.0821 3.2138  C25 1.095
45 H -0.3167 -1.3905 2.6438  C25 1.088
46 H 1.9399 -1.5409 3.1927  C26 1.090
47 H 2.0572 -3.2760 2.8069  C26 1.092
48 H 0.2617 0.9101 -0.1805  C27 1.078
49 H -1.1457 2.8617 0.1203  C28 1.082

***

2.
2 unconnected molecules or ions with the total composition C53H82O4PS at a distorted geometry, computed with ωB97M-V/def2-TZVPD.

HOMO energy: -0.3598 Ha
DFT total energy: -3107.7269 Eh
Charge: +1
Largest force on an atom: 8.5 eV/A

Last columns: bonded neighbours and bond lengths (Å).
CARTESIAN COORDINATES (ANGSTROEM)
1 C -6.9849 2.5532 3.8598  C2 1.661, H43 1.189, H44 1.170, H45 1.193
2 C -7.1351 2.6053 2.2064  C1 1.661, C3 1.661, H46 1.186, H47 1.177
3 C -5.7066 2.1428 1.4953  C2 1.661, C4 1.649, H48 1.193, H49 1.172
4 C -5.9167 1.8249 -0.1095  C3 1.649, C5 1.670, H50 1.191, H51 1.181
5 C -5.9443 0.1670 -0.3112  C4 1.670, C6 1.641, H52 1.189, H53 1.192
6 C -7.4078 -0.4752 0.0603  C5 1.641, C7 1.658, H54 1.190, H55 1.190
7 C -7.7286 -1.8958 -0.7314  C6 1.658, C8 1.644, H56 1.189, H57 1.182
8 C -7.9046 -1.6145 -2.3418  C7 1.644, C9 1.652, H58 1.176, H59 1.192
9 C -7.8147 -2.9799 -3.2676  C8 1.652, C10 1.644, H60 1.192, H61 1.190
10 C -6.3560 -3.7348 -3.1991  C9 1.644, C11 1.667, H62 1.185, H63 1.178
11 C -5.3587 -3.3558 -4.4795  C10 1.667, C12 1.639, H64 1.187, H65 1.184
12 C -4.6035 -4.6593 -5.1263  C11 1.639, C13 1.668, H66 1.188, H67 1.190
13 C -2.9608 -4.6869 -4.8402  C12 1.668, C14 1.639, H68 1.192, H69 1.170
14 C -2.6154 -4.2425 -3.3004  C13 1.639, C15 1.671, C28 1.639
15 C -3.4160 -4.9991 -2.0433  C14 1.671, C16 1.646, H70 1.187
16 C -3.1138 -4.5414 -0.4911  C15 1.646, C17 1.671, H71 1.193
17 C -2.0083 -3.3459 -0.1177  C16 1.671, C18 1.639, C27 1.639
18 C -1.8483 -2.9878 1.4739  C17 1.639, C19 1.639, H72 1.194, H73 1.193
19 C -0.3086 -2.9822 2.0363  C18 1.639, C20 1.639, H74 1.180, H75 1.194
20 C 0.7135 -4.0177 1.2813  C19 1.639, C21 1.640, H76 1.194, H77 1.170
21 C 0.5018 -5.6005 1.6531  C20 1.640, C22 1.640, C26 1.672
22 C -0.9337 -6.3652 1.8594  C21 1.640, C23 1.665, H78 1.170
23 C -1.0323 -7.9836 2.2375  C22 1.665, C24 1.667, H79 1.183
24 C 0.3699 -8.8658 2.4241  C23 1.667, C25 1.641, H80 1.186
25 C 1.8258 -8.1429 2.2013  C24 1.641, C26 1.653, H81 1.170
26 C 1.8774 -6.5365 1.8136  C21 1.672, C25 1.653, H82 1.172
27 C -1.2284 -2.6288 -1.3687  C17 1.639, C28 1.666, C41 1.671
28 C -1.5257 -3.0696 -2.9475  C14 1.639, C27 1.666, C29 1.671
29 C -0.6676 -2.2000 -4.0883  C28 1.671, O30 1.335, C31 1.654
30 O -1.2834 -1.7766 -5.1950  C29 1.335
31 C 0.9095 -1.8957 -3.6949  C29 1.654, C32 1.671, C36 1.639
32 C 1.2126 -1.4636 -2.1097  C31 1.671, C33 1.652, C41 1.671
33 C 2.7332 -1.1061 -1.5730  C32 1.652, C34 1.653, H83 1.192
34 C 3.9958 -1.1543 -2.6391  C33 1.653, C35 1.645, H84 1.171
35 C 3.7296 -1.5987 -4.2000  C34 1.645, C36 1.672, H85 1.184
36 C 2.1864 -1.9794 -4.7196  C31 1.639, C35 1.672, S37 1.873
37 S 1.9806 -2.5028 -6.5062  C36 1.873, C38 1.905, O39 1.547, O40 1.579
38 C 1.8019 -4.3939 -6.6439  S37 1.905, H86 1.193, H87 1.174, H88 1.174
39 O 0.9073 -1.7225 -7.3020  S37 1.547
40 O 3.3550 -2.1828 -7.2137  S37 1.579
41 C -0.1020 -1.4291 -1.0781  C27 1.671, C32 1.671, O42 1.335
42 O -0.2182 -0.5042 -0.1219  C41 1.335
43 H -6.0714 1.8341 4.1087  C1 1.189
44 H -6.8087 3.6393 4.2590  C1 1.170
45 H -7.9628 2.1238 4.3911  C1 1.193
46 H -7.4436 3.6830 1.8199  C2 1.186
47 H -8.0218 1.8804 1.9339  C2 1.177
48 H -5.3673 1.1413 2.0484  C3 1.193
49 H -4.8815 2.9477 1.7094  C3 1.172
50 H -5.0196 2.3232 -0.7137  C4 1.191
51 H -6.9368 2.3170 -0.4450  C4 1.181
52 H -5.0950 -0.3247 0.3605  C5 1.189
53 H -5.6115 -0.0152 -1.4408  C5 1.192
54 H -7.4013 -0.6729 1.2333  C6 1.190
55 H -8.2636 0.3311 -0.1207  C6 1.190
56 H -6.8444 -2.6475 -0.4747  C7 1.189
57 H -8.7036 -2.3321 -0.2256  C7 1.182
58 H -7.1334 -0.8379 -2.7716  C8 1.176
59 H -8.9753 -1.1072 -2.4744  C8 1.192
60 H -8.1017 -2.6493 -4.3758  C9 1.192
61 H -8.7122 -3.6774 -2.9162  C9 1.190
62 H -6.5758 -4.8993 -3.1763  C10 1.185
63 H -5.7835 -3.3748 -2.2351  C10 1.178
64 H -6.0746 -2.9210 -5.3200  C11 1.187
65 H -4.6188 -2.4770 -4.1925  C11 1.184
66 H -5.0754 -5.6255 -4.6216  C12 1.188
67 H -4.8564 -4.6617 -6.2889  C12 1.190
68 H -2.6274 -5.8238 -4.9714  C13 1.192
69 H -2.3947 -4.0895 -5.6720  C13 1.170
70 H -4.1896 -5.8602 -2.3048  C15 1.187
71 H -3.7283 -5.1156 0.3556  C16 1.193
72 H -2.3600 -1.9212 1.6323  C18 1.194
73 H -2.4794 -3.7247 2.1675  C18 1.193
74 H 0.1666 -1.9023 2.0601  C19 1.180
75 H -0.3709 -3.3384 3.1739  C19 1.194
76 H 1.8103 -3.7332 1.6571  C20 1.194
77 H 0.7440 -3.9295 0.1149  C20 1.170
78 H -1.9488 -5.7953 1.7392  C22 1.170
79 H -2.0900 -8.4937 2.3810  C23 1.183
80 H 0.2290 -10.0155 2.6765  C24 1.186
81 H 2.8177 -8.7528 2.3187  C25 1.170
82 H 2.9202 -6.0302 1.6404  C26 1.172
83 H 2.9598 -0.8120 -0.4399  C33 1.192
84 H 5.0888 -0.8777 -2.3245  C34 1.171
85 H 4.6778 -1.6351 -4.9086  C35 1.184
86 H 2.9245 -4.7989 -6.6357  C38 1.193
87 H 1.2860 -4.8750 -5.7053  C38 1.174
88 H 1.3524 -4.7320 -7.6742  C38 1.174
89 C 3.7470 8.0515 0.3448  C90 1.516, H106 1.095, H107 1.095, H108 1.092
90 C 3.4320 6.6621 -0.1735  C89 1.516, C91 1.525, H109 1.094, H110 1.095
91 C 2.4672 5.9055 0.7340  C90 1.525, C92 1.531, H111 1.093, H112 1.098
92 C 3.0727 5.3496 2.0252  C91 1.531, P93 1.775, H113 1.098, H114 1.092
93 P 4.0940 3.9003 1.9345  C92 1.775, C94 1.816, C98 1.772, C102 1.776
94 C 3.1459 2.6956 0.9605  P93 1.816, C95 1.529, H115 1.095, H116 1.098
95 C 1.7171 2.3222 1.3569  C94 1.529, C96 1.530, H117 1.098, H118 1.096
96 C 1.5242 1.4653 2.6100  C95 1.530, C97 1.520, H119 1.096, H120 1.091
97 C 2.4024 0.2267 2.6845  C96 1.520, H121 1.095, H122 1.095, H123 1.090
98 C 4.2633 3.1713 3.5411  P93 1.772, C99 1.518, H124 1.092, H125 1.091
99 C 5.0132 3.8282 4.6856  C98 1.518, C100 1.515, H126 1.101, H127 1.097
100 C 6.5096 3.9821 4.5070  C99 1.515, C101 1.521, H128 1.095, H129 1.084
101 C 7.2457 2.7248 4.0708  C100 1.521, H130 1.092, H131 1.096, H132 1.093
102 C 5.5924 4.0169 0.9888  P93 1.776, C103 1.528, H133 1.095, H134 1.099
103 C 6.8214 4.8843 1.2544  C102 1.528, C104 1.524, H135 1.098, H136 1.093
104 C 6.6053 6.3025 1.7687  C103 1.524, C105 1.515, H137 1.100, H138 1.089
105 C 6.9721 7.3593 0.7470  C104 1.515, H139 1.095, H140 1.095, H141 1.093
106 H 4.1559 8.0303 1.3599  C89 1.095
107 H 4.4790 8.5424 -0.3051  C89 1.095
108 H 2.8494 8.6731 0.3659  C89 1.092
109 H 4.3576 6.0963 -0.3188  C90 1.094
110 H 2.9791 6.7620 -1.1653  C90 1.095
111 H 2.0184 5.0918 0.1580  C91 1.093
112 H 1.6400 6.5774 0.9977  C91 1.098
113 H 2.2211 5.0626 2.6568  C92 1.098
114 H 3.5699 6.1412 2.5893  C92 1.092
115 H 3.7543 1.7930 0.8438  C94 1.095
116 H 3.0900 3.1192 -0.0513  C94 1.098
117 H 1.2765 1.7708 0.5157  C95 1.098
118 H 1.1163 3.2316 1.4680  C95 1.096
119 H 0.4760 1.1474 2.6528  C96 1.096
120 H 1.6586 2.0719 3.5071  C96 1.091
121 H 2.0715 -0.5241 1.9591  C97 1.095
122 H 2.3383 -0.2158 3.6841  C97 1.095
123 H 3.4550 0.4384 2.4966  C97 1.090
124 H 4.6060 2.1402 3.4307  C98 1.092
125 H 3.2458 3.1033 3.9283  C98 1.091
126 H 4.8444 3.2242 5.5900  C99 1.101
127 H 4.5764 4.8136 4.8874  C99 1.097
128 H 6.9529 4.3511 5.4374  C100 1.095
129 H 6.6688 4.7788 3.7900  C100 1.084
130 H 7.2795 1.9970 4.8840  C101 1.092
131 H 8.2760 2.9747 3.7937  C101 1.096
132 H 6.7886 2.2465 3.2007  C101 1.093
133 H 5.2889 4.2181 -0.0434  C102 1.095
134 H 5.9747 2.9868 0.9491  C102 1.099
135 H 7.4082 4.9177 0.3264  C103 1.098
136 H 7.4855 4.3566 1.9438  C103 1.093
137 H 7.2495 6.4780 2.6434  C104 1.100
138 H 5.5840 6.4445 2.1195  C104 1.089
139 H 8.0527 7.3679 0.5718  C105 1.095
140 H 6.6861 8.3524 1.1086  C105 1.095
141 H 6.4756 7.1786 -0.2098  C105 1.093

***

Gap between HOMO and LUMO readings, ordered: 7.467, 6.285 eV